No. 1
9
Properties=species:S:1:pos:R:3 method="wB97M-V/def2-TZVPD" lumo_ev=-0.40 e_homo_ha=-0.331 e_above_lowest_ev=3.6180 homo_lumo_gap_ha=0.316
C 0.201 -0.055 -2.265
C -0.482 -0.460 0.250
C 0.133 0.336 1.320
O -0.711 0.290 -2.861
O 1.220 -0.424 -1.910
H -0.661 -1.568 0.510
H -0.815 0.600 1.911
H 0.350 1.239 0.893
H 0.764 0.041 2.152


No. 2
9
Properties=species:S:1:pos:R:3 method="wB97M-V/def2-TZVPD" lumo_ev=0.52 e_homo_ha=-0.296 e_above_lowest_ev=5.9673 homo_lumo_gap_ha=0.315 smiles="OCC1=CO1"
O -1.936 0.215 -0.553
C -1.017 -0.024 0.457
C 0.781 -0.078 0.063
C 1.795 0.280 -0.668
O 1.828 0.343 0.933
H -2.209 -0.578 -1.054
H -0.896 0.767 1.196
H -1.095 -0.989 0.777
H 2.750 0.062 -1.153


No. 3
9
Properties=species:S:1:pos:R:3 method="wB97M-V/def2-TZVPD" lumo_ev=-0.20 e_homo_ha=-0.342 e_above_lowest_ev=7.0229 homo_lumo_gap_ha=0.335
C -2.179 -0.319 0.040
C -0.952 -0.562 0.188
C 0.244 0.257 -0.154
O -4.466 0.299 0.219
O -3.314 -0.133 -0.365
H -0.636 -1.687 0.526
H 0.794 0.545 0.744
H 0.115 1.169 -0.603
H 0.772 -0.338 -0.974


No. 4
9
Properties=species:S:1:pos:R:3 method="wB97M-V/def2-TZVPD" lumo_ev=0.55 e_homo_ha=-0.328 e_above_lowest_ev=5.9904 homo_lumo_gap_ha=0.348
C 0.084 1.420 -0.090
C -1.303 0.875 0.221
C -0.628 0.819 -1.118
O -0.935 2.065 0.700
O 1.133 -1.790 -0.037
H 1.091 1.138 0.363
H -1.684 0.029 0.811
H 0.398 -2.068 -0.649
H 1.844 -2.487 -0.199


No. 5
9
Properties=species:S:1:pos:R:3 method="wB97M-V/def2-TZVPD" lumo_ev="-1.75 / -0.63" e_homo_ha="-0.373 / -0.333" e_above_lowest_ev=8.6244 homo_lumo_gap_ha="0.308 / 0.310"
C -0.317 -0.427 0.161
C -0.246 0.796 0.356
C -1.079 -1.660 -0.566
O 0.916 -1.595 0.239
O 2.225 -1.422 0.090
H -1.883 -1.138 -1.135
H -0.273 -2.047 -1.177
H -1.431 -2.406 0.072
H -0.040 1.796 0.673


No. 6
10
Properties=species:S:1:pos:R:3 method="wB97M-V/def2-TZVPD" lumo_ev="-0.34 / -0.81" e_homo_ha="-0.315 / -0.283" e_above_lowest_ev=3.7691 homo_lumo_gap_ha="0.302 / 0.253"
C -1.189 -0.273 -0.001
C -0.055 -1.107 0.050
C -1.060 1.050 0.020
O 3.475 0.115 0.013
O 1.246 -0.813 -0.005
S 2.109 0.563 -0.021
H -2.099 -0.713 -0.124
H -0.341 -2.208 -0.074
H -1.911 1.835 -0.126
H -0.174 1.551 0.268


No. 7
10
Properties=species:S:1:pos:R:3 method="wB97M-V/def2-TZVPD" lumo_ev=-0.02 e_homo_ha=-0.340 e_above_lowest_ev=3.9417 homo_lumo_gap_ha=0.339
C 1.145 0.609 -0.449
C -0.056 -0.898 0.389
C -1.558 -0.728 0.087
O 0.624 -1.724 0.894
O 2.537 2.630 -0.173
S 1.556 1.745 0.593
H 1.450 0.378 -1.446
H -1.622 0.307 -0.148
H -2.039 -1.059 1.045
H -2.038 -1.261 -0.793


No. 8
11
Properties=species:S:1:pos:R:3 method="wB97M-V/def2-TZVPD" lumo_ev=0.10 e_homo_ha=-0.309 e_above_lowest_ev=2.2210 homo_lumo_gap_ha=0.313 smiles="O=C=C(O)SCS"
O 2.352 -1.427 0.116
C 1.709 -0.491 0.309
C 0.988 0.612 0.375
O 1.166 1.690 1.218
S -0.082 0.856 -0.987
C -1.200 -0.683 -0.945
S -1.765 -1.052 0.699
H 1.766 2.406 0.858
H -0.801 -1.674 -1.206
H -2.136 -0.450 -1.432
H -1.997 0.212 0.996


No. 9
10
Properties=species:S:1:pos:R:3 method="wB97M-V/def2-TZVPD" lumo_ev="-1.17 / -0.87" e_homo_ha="-0.210 / -0.195" e_above_lowest_ev=9.5834 homo_lumo_gap_ha="0.167 / 0.163"
C -1.895 1.187 0.141
O 0.731 -0.186 -1.297
C 0.641 -0.818 0.026
C 0.100 0.208 0.916
O -1.331 0.008 0.626
Sr -1.684 -0.745 -1.582
H 1.471 -0.541 -1.795
H 1.602 -1.246 0.326
H 0.811 1.057 0.907
H -0.446 1.077 1.731


No. 10
10
Properties=species:S:1:pos:R:3 method="wB97M-V/def2-TZVPD" lumo_ev="-1.01 / -1.02" e_homo_ha="-0.234 / -0.338" spin_multiplicity=2 s_squared=0.7534 e_above_lowest_ev=1.3927 homo_lumo_gap_ha="0.196 / 0.301"
O -2.142 0.331 -1.494
C -2.273 0.823 -2.641
C 1.757 0.024 0.874
O -3.021 0.558 -3.562
C 1.033 -0.877 1.552
H 2.110 0.942 1.352
H 2.063 -0.161 -0.159
H 0.767 -0.719 2.601
H 0.707 -1.810 1.085
Tl -1.001 0.888 0.391


No. 11
10
Properties=species:S:1:pos:R:3 method="wB97M-V/def2-TZVPD" lumo_ev="-4.78 / -4.82" charge=+1 e_homo_ha="-0.405 / -0.405" e_above_lowest_ev=4.1911 homo_lumo_gap_ha="0.229 / 0.227"
H 0.926 -1.314 0.069
O -0.983 -0.659 0.509
O -0.495 0.818 -0.902
C 0.417 -0.303 0.903
C 0.445 1.057 0.221
C -1.161 -0.290 -0.729
H 0.354 -0.185 1.992
H 0.080 1.896 0.821
H 1.410 1.353 -0.203
Y -0.994 -2.372 -2.680


No. 12
10
Properties=species:S:1:pos:R:3 method="wB97M-V/def2-TZVPD" lumo_ev=0.32 e_homo_ha=-0.361 e_above_lowest_ev=4.0271 homo_lumo_gap_ha=0.373
C 0.081 0.190 0.287
C 0.749 -1.215 -0.044
C -1.231 0.178 -0.350
H 0.647 2.186 -0.195
H 0.113 0.314 1.352
H 0.185 -2.010 0.577
H -1.467 1.014 -0.993
O 1.142 1.077 -0.121
O 1.837 -1.031 -0.383
O -2.055 -0.702 -0.130


No. 13
10
Properties=species:S:1:pos:R:3 method="wB97M-V/def2-TZVPD" lumo_ev=0.86 e_homo_ha=-0.379 e_above_lowest_ev=1.0943 homo_lumo_gap_ha=0.410 smiles="O=CCOC=O"
O 1.187 1.329 -0.802
C 1.340 0.341 -0.133
C 0.349 -0.810 -0.092
O -0.919 -0.440 -0.609
C -1.545 0.492 0.127
O -1.116 0.963 1.146
H 2.241 0.191 0.497
H 0.714 -1.618 -0.735
H 0.259 -1.186 0.933
H -2.509 0.739 -0.333


No. 14
10
Properties=species:S:1:pos:R:3 method="wB97M-V/def2-TZVPD" lumo_ev=0.14 e_homo_ha=-0.367 e_above_lowest_ev=1.8541 homo_lumo_gap_ha=0.372 smiles="O=CC(O)C=O"
O -1.801 0.453 0.873
C -1.260 -0.422 0.241
C 0.233 -0.451 -0.047
O 0.416 -0.478 -1.453
C 0.966 0.736 0.570
O 1.986 0.616 1.200
H -1.835 -1.243 -0.233
H 0.682 -1.370 0.342
H 0.043 0.333 -1.826
H 0.520 1.731 0.370


No. 15
10
Properties=species:S:1:pos:R:3 method="wB97M-V/def2-TZVPD" lumo_ev=0.24 e_homo_ha=-0.355 e_above_lowest_ev=2.5667 homo_lumo_gap_ha=0.364 smiles="COC(=O)C=O"
C -1.522 -0.027 -0.862
O -0.505 0.328 0.032
C 0.650 -0.300 0.115
O 1.015 -1.219 -0.564
C 1.742 0.415 1.377
O 1.297 1.200 2.122
H -2.652 0.117 -0.474
H -1.320 -1.232 -1.081
H -1.445 0.576 -1.752
H 2.741 0.141 1.087


No. 16
10
Properties=species:S:1:pos:R:3 method="wB97M-V/def2-TZVPD" lumo_ev=0.85 e_homo_ha=-0.382 e_above_lowest_ev=8.0185 homo_lumo_gap_ha=0.413 smiles=C[C@@H]1OC12OO2
C 0.620 -1.589 0.226
C -0.122 0.068 0.227
O -1.454 0.467 -0.269
C -0.637 1.462 -0.446
O -0.308 2.372 -1.365
O -0.467 2.764 -0.005
H -0.021 -2.396 -0.203
H 1.103 -1.764 1.169
H 1.405 -1.525 -0.556
H -0.119 0.142 1.223


No. 17
10
Properties=species:S:1:pos:R:3 method="wB97M-V/def2-TZVPD" lumo_ev=0.71 e_homo_ha=-0.411 e_above_lowest_ev=0.6348 homo_lumo_gap_ha=0.437 smiles="O=C1OCCO1"
O 2.640 0.016 -0.430
C 1.480 0.024 -0.167
O 0.757 1.123 0.185
C -0.605 0.779 -0.017
C -0.628 -0.739 0.167
O 0.695 -1.084 -0.193
H -1.261 1.067 0.779
H -0.873 1.092 -1.035
H -0.832 -1.077 1.200
H -1.372 -1.200 -0.486


No. 18
10
Properties=species:S:1:pos:R:3 method="wB97M-V/def2-TZVPD" lumo_ev=0.88 e_homo_ha=-0.379 e_above_lowest_ev=1.1305 homo_lumo_gap_ha=0.411 smiles="O=CCOC=O"
O 1.020 1.445 -0.756
C 1.251 0.477 -0.080
C 0.426 -0.800 -0.174
O -0.887 -0.505 -0.632
C -1.541 0.344 0.177
O -1.126 0.737 1.235
H 2.089 0.456 0.644
H 0.865 -1.458 -0.929
H 0.403 -1.321 0.788
H -2.501 0.625 -0.274


No. 19
11
Properties=species:S:1:pos:R:3 method="wB97M-V/def2-TZVPD" lumo_ev="-0.96 / -1.09" e_homo_ha="-0.313 / -0.327" spin_multiplicity=4 s_squared=3.7623 e_above_lowest_ev=0.2846 homo_lumo_gap_ha="0.278 / 0.287"
O -0.097 -1.378 -1.923
C -0.629 -2.232 -1.072
O -1.497 -1.628 -0.284
O -0.146 -3.353 -0.828
C -0.021 1.407 1.208
C 1.078 1.438 0.440
H -0.221 0.733 2.044
H 1.884 0.710 0.568
H 1.217 2.186 -0.344
V -0.670 0.022 -0.764
H -0.896 2.095 0.956


No. 20
11
Properties=species:S:1:pos:R:3 method="wB97M-V/def2-TZVPD" lumo_ev="-11.03 / -10.46" charge=+2 e_homo_ha="-0.679 / -0.681" spin_multiplicity=4 s_squared=3.7557 e_above_lowest_ev=2.3400 homo_lumo_gap_ha="0.273 / 0.296"
C -0.127 1.059 -0.421
C 0.918 0.433 -0.984
O -1.418 0.509 -0.452
H -0.110 2.087 -0.060
H 1.012 -0.621 -1.249
H 1.477 1.005 -1.725
H -2.085 1.195 -0.599
O 1.870 -1.367 1.818
C 0.716 -1.478 1.818
O -0.392 -1.684 1.477
V -1.861 -1.138 0.377


Calculated total energy in order - -7267.0679 -7264.7186 -7263.6630 -7264.6956 -7262.0616 -18102.2962 -18102.1235 -28938.8322 -8094.4130 -11961.6190 -8300.3771 -9314.6736 -9317.6064 -9316.8466 -9316.1339 -9310.6822 -9318.0659 -9317.5702 -35004.0915 -34983.9087 eV